{
  "formula": "C33H54O27",
  "method": "the ωB97M-V functional and the def2-TZVPD basis",
  "species": ["C", "C", "C", "O", "C", "O", "O", "H", "H", "H", "H", "H", "H", "C", "C", "C", "O", "C", "O", "O", "H", "H", "H", "H", "H", "H", "C", "C", "C", "O", "C", "O", "O", "H", "H", "H", "H", "H", "H", "C", "C", "C", "O", "C", "O", "O", "H", "H", "H", "H", "H", "H", "C", "C", "C", "O", "C", "O", "O", "H", "H", "H", "H", "H", "H", "C", "C", "C", "O", "C", "O", "O", "H", "H", "H", "H", "H", "H", "C", "O", "C", "O", "O", "C", "H", "H", "H", "H", "H", "H", "C", "O", "C", "O", "O", "C", "H", "H", "H", "H", "H", "H", "C", "O", "C", "O", "O", "C", "H", "H", "H", "H", "H", "H"],
  "coordinates": [[0.1062, 2.8841, 3.7113], [-0.9628, 2.7691, 2.6633], [-2.1118, 1.7931, 2.9863], [-3.2888, 2.5501, 2.8913], [-2.9378, 3.8451, 2.7143], [-3.7268, 4.7611, 2.7523], [-1.6788, 3.9731, 2.4643], [0.6382, 2.0131, 3.9073], [-0.2568, 3.1851, 4.6573], [0.7972, 3.6021, 3.4923], [-0.3508, 2.5651, 1.7973], [-2.0018, 1.3561, 3.9793], [-2.1438, 0.9151, 2.3633], [2.7772, 1.7651, 1.3933], [2.8622, 2.6521, 0.1583], [2.1512, 2.0921, -1.0517], [0.8912, 2.6621, -0.9677], [0.9222, 3.6961, -0.1717], [0.0032, 4.5251, -0.0747], [2.1032, 3.7701, 0.4763], [1.7172, 1.6401, 1.5953], [3.0822, 2.2821, 2.3033], [3.2272, 0.8551, 1.0873], [3.8822, 2.7581, -0.1117], [2.1922, 0.9761, -1.0537], [2.7612, 2.3271, -1.9357], [0.7872, -2.3769, -3.4817], [0.7702, -2.9009, -4.9467], [-0.5538, -2.5139, -5.6397], [-0.1508, -1.5929, -6.6467], [1.1352, -1.5429, -6.6387], [1.7752, -0.7629, -7.2897], [1.7372, -2.2689, -5.6797], [0.8632, -1.3259, -3.5027], [1.5802, -2.7919, -2.9077], [-0.1768, -2.6399, -2.9477], [0.9322, -3.9839, -4.9457], [-1.3328, -1.9789, -4.9287], [-1.0608, -3.3939, -6.0447], [-5.7818, 2.5761, -2.9467], [-5.3108, 3.4131, -1.6957], [-5.8138, 2.9481, -0.2897], [-4.7078, 2.4271, 0.2733], [-3.6158, 2.5901, -0.4717], [-2.5018, 2.2351, -0.1707], [-3.9308, 3.2651, -1.5267], [-5.3208, 2.8971, -3.8727], [-6.8788, 2.6051, -3.0277], [-5.5098, 1.5261, -2.7887], [-5.6258, 4.4301, -1.8387], [-6.5848, 2.2151, -0.3647], [-6.1808, 3.7661, 0.3373], [4.3332, -2.1489, 1.0523], [3.1342, -3.1189, 1.3003], [3.3412, -4.5899, 0.9283], [2.7172, -5.2489, 1.9873], [2.3552, -4.4029, 2.8853], [1.6392, -4.7409, 3.7983], [2.7632, -3.2119, 2.6693], [4.5692, -2.2699, -0.0257], [5.1002, -2.6039, 1.7213], [3.9562, -1.1389, 1.2803], [2.2802, -2.8119, 0.7373], [4.4192, -4.7959, 0.8183], [2.9292, -4.7389, -0.0857], [3.1822, -2.4489, 5.9253], [3.8992, -1.5109, 4.9573], [3.0402, -0.4549, 4.3433], [3.9002, 0.6771, 4.3223], [4.9722, 0.4821, 5.0313], [5.7392, 1.3641, 5.3013], [4.9972, -0.7839, 5.4713], [3.8362, -3.1799, 6.4133], [2.4372, -3.0399, 5.3663], [2.6002, -1.9659, 6.6693], [4.3452, -2.1999, 4.1983], [2.0562, -0.2679, 4.8143], [2.8872, -0.6279, 3.3253], [-1.7078, 1.0861, -3.0337], [-1.0938, 2.4231, -3.0907], [0.0032, 2.7101, -3.7657], [0.6472, 1.6691, -4.4297], [0.4102, 3.9881, -3.8337], [1.4792, 4.1881, -4.7487], [-1.0448, 0.3411, -2.6097], [-1.6948, 0.6741, -4.0097], [-2.7178, 1.1411, -2.5847], [1.2132, 3.9221, -5.7607], [2.3402, 3.6411, -4.3867], [1.8192, 5.2271, -4.7877], [-0.2448, -1.6609, 4.2313], [0.6222, -1.3889, 3.1123], [-0.0218, -1.2119, 1.9443], [-1.4328, -1.4219, 1.8303], [0.7272, -0.9559, 0.8943], [0.0992, -0.6519, -0.3467], [-0.9958, -2.3639, 4.0773], [-0.6458, -0.7149, 4.6253], [0.2452, -2.1889, 5.0063], [0.7942, -0.5839, -1.1987], [-0.3478, 0.4001, -0.1897], [-0.7558, -1.2389, -0.6627], [-2.5618, -4.4729, -2.9367], [-3.2248, -4.0229, -1.7997], [-3.2578, -2.7129, -1.5897], [-2.5588, -1.8239, -2.5327], [-3.8648, -2.3949, -0.4777], [-3.9228, -1.0809, -0.1607], [-2.9158, -5.4379, -3.1617], [-1.4738, -4.5549, -2.7827], [-2.7318, -3.8689, -3.8297], [-2.9468, -0.6419, -0.1007], [-4.4218, -0.8259, 0.7853], [-4.4458, -0.4459, -0.9427]],
  "atomic_forces_ev_per_a": [[-2.1, 0.2, 0.9], [0.3, -0.7, 0.2], [1.0, -1.0, 0.1], [-0.1, 0.3, 0.3], [-2.9, 0.9, 0.1], [0.6, -1.0, -0.1], [2.3, 0.8, -0.1], [0.8, -2.0, -0.1], [-0.9, 0.3, 1.2], [1.9, 2.0, -1.1], [-0.8, -0.3, -1.0], [-0.1, 0.4, 0.4], [-0.2, 0.0, -0.8], [-1.1, 1.1, -0.4], [-0.4, -2.0, 1.3], [2.2, -1.7, -0.2], [-0.9, -1.5, -1.5], [-3.0, 4.5, 0.7], [3.0, -2.7, 0.0], [-0.2, 1.9, -0.2], [-0.3, -0.6, -0.2], [0.9, -0.3, -0.2], [0.6, -1.1, 0.7], [1.0, 1.3, 0.0], [-0.8, 0.8, 0.2], [-0.9, 0.6, -0.3], [-1.8, -1.6, -0.4], [-1.7, -0.6, 2.7], [-2.0, 0.5, 1.8], [-2.2, -1.3, 0.3], [3.7, 3.3, -0.8], [-0.3, -0.7, -0.4], [0.6, -0.1, -0.9], [0.1, 1.4, -0.1], [0.9, -0.3, 0.4], [0.9, 0.3, -0.7], [0.0, 0.1, -0.2], [1.7, -1.0, -1.3], [0.1, 0.2, -0.4], [-0.1, -0.1, 1.6], [-1.9, -1.1, -0.6], [-1.6, 1.6, -1.6], [1.9, -2.1, 2.2], [1.5, -0.3, 1.7], [-1.0, -0.1, -0.1], [0.9, 1.4, -2.6], [0.1, 0.3, 0.0], [0.3, 0.2, 0.0], [0.0, 0.1, 0.0], [0.5, 0.7, -0.2], [-0.6, -0.7, -0.1], [0.0, 0.1, -0.2], [-1.5, -2.0, 0.4], [1.0, 0.5, -1.2], [1.6, 1.4, -1.5], [0.8, -2.6, -2.4], [-3.1, -1.8, 3.4], [0.5, 0.5, 0.1], [1.1, 3.0, -0.4], [0.2, 0.3, 0.7], [0.0, 1.1, -0.6], [0.8, -0.3, 0.0], [-0.7, 0.7, -0.1], [-0.3, -0.4, 0.6], [-0.3, -0.6, 0.7], [0.1, -0.6, -0.5], [0.3, -2.4, -0.3], [-0.1, 0.6, -0.1], [-1.9, 1.1, -0.9], [1.1, 1.0, 1.6], [0.2, -0.9, -0.2], [0.9, -0.1, 1.1], [0.1, 0.3, -0.2], [0.4, 0.2, -0.1], [-0.3, 0.9, 0.9], [-0.4, 0.7, 0.2], [0.8, 0.2, 0.2], [-0.7, -0.7, -1.4], [1.1, 0.3, -0.4], [0.0, 1.5, 0.3], [2.5, -6.7, -3.7], [-2.9, 5.7, 3.6], [-1.5, -1.3, 0.6], [1.2, 0.3, -0.2], [0.1, 0.4, 1.1], [-0.7, 0.1, -1.4], [1.1, 0.3, -0.2], [-0.1, -0.5, -0.1], [0.1, -0.5, -0.3], [-0.8, 0.1, 0.6], [0.1, 1.4, 0.7], [-0.9, 0.2, -1.9], [-8.1, -2.1, -0.2], [8.4, 1.6, 0.6], [0.7, -0.7, 1.3], [-1.8, 3.1, -0.6], [-1.7, -0.7, -1.4], [0.1, -0.4, -0.3], [1.7, 0.0, 0.6], [0.2, -0.3, 0.9], [0.6, -1.4, -0.5], [0.1, -0.7, 0.5], [1.5, 0.3, -1.5], [-0.9, 1.7, 1.3], [4.3, 3.5, -5.0], [-4.3, -4.7, 5.8], [0.2, -2.8, -1.5], [-0.8, 4.9, -0.2], [-0.6, -1.3, 0.1], [-0.4, 0.2, 0.2], [-0.1, 0.3, 0.4], [0.7, 0.1, 0.1], [0.1, -1.0, -0.2], [0.3, -1.0, 0.6]],
  "mol_weight_g_mol": 882.77,
  "orbital_gap_ev": 9.7103
}



{
  "formula": "C33H54O27",
  "method": "the ωB97M-V functional and the def2-TZVPD basis",
  "species": ["C", "C", "C", "O", "C", "O", "O", "H", "H", "H", "H", "H", "H", "C", "C", "C", "O", "C", "O", "O", "H", "H", "H", "H", "H", "H", "C", "C", "C", "O", "C", "O", "O", "H", "H", "H", "H", "H", "H", "C", "C", "C", "O", "C", "O", "O", "H", "H", "H", "H", "H", "H", "C", "C", "C", "O", "C", "O", "O", "H", "H", "H", "H", "H", "H", "C", "C", "C", "O", "C", "O", "O", "H", "H", "H", "H", "H", "H", "C", "O", "C", "O", "O", "C", "H", "H", "H", "H", "H", "H", "C", "O", "C", "O", "O", "C", "H", "H", "H", "H", "H", "H", "C", "O", "C", "O", "O", "C", "H", "H", "H", "H", "H", "H"],
  "coordinates": [[-2.0306, 5.2748, 2.9183], [-1.9506, 3.8362, 2.4125], [-0.5248, 3.3684, 2.0961], [-0.0635, 2.8760, 3.3246], [-1.1001, 2.5408, 4.0254], [-1.0660, 1.7942, 5.0020], [-2.2402, 3.1357, 3.6146], [-1.8500, 6.0564, 2.1378], [-1.2459, 5.4568, 3.6142], [-2.9369, 5.5558, 3.3980], [-2.5407, 3.7261, 1.4808], [0.0762, 4.1310, 1.5549], [-0.6566, 2.5479, 1.3981], [-4.2610, 1.2831, -1.8692], [-5.0969, 1.1329, -0.5499], [-4.7731, 2.0145, 0.6505], [-6.0869, 2.3162, 1.1311], [-6.9883, 2.0899, 0.1712], [-8.2291, 2.3564, 0.2168], [-6.3925, 1.5979, -0.8469], [-4.1585, 2.2654, -2.2869], [-4.7343, 0.6814, -2.6538], [-3.2823, 0.8725, -1.7334], [-5.3166, 0.1120, -0.2926], [-4.3813, 2.9013, 0.2304], [-4.1642, 1.5384, 1.3443], [0.3440, -0.7173, 3.1772], [-0.6804, -1.2767, 2.2627], [-1.8791, -0.3886, 1.9255], [-1.7999, -0.2543, 0.4522], [-0.7617, -0.9891, 0.0013], [-0.5334, -1.1320, -1.1912], [-0.1018, -1.5147, 0.9645], [0.6384, 0.2850, 2.8530], [1.2579, -1.2516, 3.2416], [-0.0763, -0.6982, 4.1451], [-0.8813, -2.2860, 2.6639], [-1.8068, 0.5446, 2.3675], [-2.8417, -0.7601, 2.1489], [5.1654, -1.7591, 1.6772], [4.3499, -0.5937, 2.2730], [5.0837, 0.7412, 2.3144], [4.1494, 1.6985, 1.9763], [2.9798, 1.1101, 1.5648], [1.8898, 1.6180, 1.2835], [3.1561, -0.2513, 1.6281], [6.0764, -1.9874, 2.1789], [5.3929, -1.5126, 0.6204], [4.6616, -2.6823, 1.7986], [3.9637, -0.9362, 3.3128], [5.9318, 0.7244, 1.6505], [5.5215, 0.8051, 3.2948], [-2.0444, -2.8664, -3.9331], [-3.2580, -3.3259, -3.1601], [-2.9979, -4.5681, -2.3498], [-3.2012, -4.0196, -0.9994], [-3.5448, -2.7787, -0.9541], [-3.7443, -2.1141, -0.0129], [-3.7012, -2.3718, -2.2221], [-1.5795, -3.7174, -4.4987], [-1.1743, -2.6727, -3.2699], [-2.2472, -2.0361, -4.5652], [-4.0617, -3.4941, -3.8876], [-2.0954, -5.1776, -2.5553], [-3.7957, -5.2314, -2.6980], [0.7028, -4.2005, -1.3589], [1.9718, -3.7198, -0.7263], [2.1396, -3.9952, 0.7504], [3.4154, -4.5730, 0.8381], [3.9333, -4.7772, -0.3518], [5.0136, -5.3558, -0.5018], [3.1006, -4.3223, -1.3108], [-0.2331, -3.7608, -0.9323], [0.5370, -5.2394, -1.2055], [0.7411, -3.8826, -2.4119], [2.1713, -2.6424, -0.9454], [1.4517, -4.7874, 1.0834], [1.9804, -3.1323, 1.3831], [-1.4393, 0.6405, -4.2651], [-2.6909, 1.2295, -4.4717], [-2.7515, 2.2888, -5.2990], [-1.6450, 2.7513, -6.0722], [-3.9868, 2.7805, -5.4097], [-4.3491, 3.6074, -6.4636], [-1.5661, -0.1398, -3.5447], [-0.7085, 1.3236, -3.9152], [-0.9443, 0.1853, -5.1257], [-5.4078, 3.9070, -6.4588], [-4.0838, 3.2140, -7.4320], [-3.7218, 4.3992, -6.3237], [2.4595, 1.2600, 5.2426], [3.8510, 1.1348, 5.2333], [4.5312, 2.2284, 5.5238], [3.9501, 3.5067, 5.6977], [5.7881, 1.9917, 5.6566], [6.6157, 3.1051, 5.8178], [2.0524, 1.8284, 6.0252], [2.1306, 0.2542, 5.1877], [2.2011, 1.7341, 4.2868], [7.6526, 2.8058, 5.7039], [6.5279, 3.6186, 6.7945], [6.3793, 3.7781, 5.0549], [1.3563, -2.2039, -5.3499], [2.2377, -2.1470, -4.2531], [2.3067, -1.0431, -3.5235], [1.3296, -0.0020, -3.6525], [3.1976, -1.0950, -2.5450], [3.1680, -0.1080, -1.5241], [1.4881, -1.3400, -6.0665], [0.3715, -2.0626, -4.9759], [1.5273, -3.0822, -5.9815], [4.0438, -0.3070, -0.8538], [2.2154, -0.1798, -0.9839], [3.2286, 0.9021, -2.0122]],
  "atomic_forces_ev_per_a": [[0.9, 1.3, -2.1], [0.7, 2.8, 0.0], [-1.1, 0.6, -1.9], [1.9, 0.4, -0.8], [-1.5, -2.1, 4.0], [0.0, 1.5, -2.0], [-0.3, -1.9, -0.7], [-0.2, -0.8, 0.2], [0.7, -0.1, 0.8], [-1.0, -0.3, 0.3], [-0.4, -0.7, 1.1], [0.0, -0.5, 1.1], [0.5, -0.4, -0.1], [-0.9, -1.3, 1.0], [0.7, 0.3, -1.5], [-1.7, -0.4, -2.2], [0.0, 0.2, 1.7], [-5.4, 1.9, 1.1], [5.0, -0.9, 0.3], [-0.9, -0.4, -3.0], [-0.2, 0.8, 0.3], [0.0, 0.0, 0.3], [0.7, -0.3, 0.2], [1.0, -0.8, 0.2], [0.8, 1.2, 0.0], [0.9, -0.5, 1.5], [0.1, 1.7, -0.7], [0.2, -1.4, 0.0], [0.7, -1.2, -2.0], [0.2, 0.2, 1.3], [-1.6, 1.1, -3.1], [-0.1, 0.1, 1.7], [1.7, -1.3, 1.2], [-0.2, 0.1, 0.2], [0.7, -1.0, -0.2], [-0.5, 0.4, 1.3], [-0.7, 0.4, -0.4], [0.4, 2.0, 0.7], [-0.9, -0.9, 0.2], [-0.9, 1.5, -1.1], [0.4, -1.3, 2.6], [1.2, -2.1, 0.5], [-2.1, 1.3, -0.6], [-1.8, -0.3, 0.4], [3.7, -1.0, 0.6], [-1.3, 0.7, -1.6], [0.9, 0.7, 0.7], [-0.1, -0.5, 0.4], [-1.0, -0.9, -0.4], [1.1, 0.7, -1.2], [0.1, 0.3, -0.8], [-0.2, 0.9, 0.6], [1.8, -1.4, 0.7], [0.8, 0.3, -1.6], [-1.4, 0.1, 0.0], [1.7, -4.7, 0.7], [-0.4, 0.3, -2.9], [-0.3, 0.9, 2.0], [-0.3, 1.7, -0.7], [-1.0, 0.5, -0.1], [-0.8, 0.6, 0.1], [0.0, 0.6, -0.6], [0.0, 0.1, 0.3], [0.1, 1.1, 0.9], [-0.3, -0.3, 1.3], [-1.1, 1.4, -0.2], [-0.1, 2.3, 0.0], [-1.4, -1.1, 0.1], [0.5, 0.5, 1.7], [2.9, -2.0, -1.2], [-2.8, 1.8, -0.1], [1.3, -1.4, -0.4], [1.0, 0.2, -0.1], [0.3, -1.2, -0.3], [-0.2, -0.6, 0.2], [-0.8, -0.6, 0.3], [-0.1, 0.3, -0.1], [0.4, 0.3, 0.1], [1.5, -0.9, -0.2], [-1.4, 2.2, -1.5], [5.6, 1.7, -4.7], [-6.9, -2.7, 4.9], [0.5, -2.8, 2.0], [-0.5, 0.0, -1.2], [-0.3, -0.2, 0.6], [0.4, 0.9, 0.5], [-0.6, 0.2, -0.5], [0.5, -0.5, 0.6], [0.0, -0.6, -0.3], [1.2, 2.9, -0.2], [-0.6, 0.1, -2.6], [2.1, 0.7, 0.9], [-4.5, 7.1, 1.1], [3.4, -7.7, -1.1], [0.3, -1.3, 0.1], [1.3, 0.9, 1.3], [-0.3, 0.6, 1.2], [-0.7, -0.9, 0.3], [-0.4, 0.1, 0.3], [-0.1, -0.5, 0.0], [-0.4, -0.5, -0.4], [-0.3, 1.3, -1.0], [0.0, 1.9, -1.9], [1.8, 0.4, 1.0], [-6.5, 5.3, 0.0], [6.2, -6.0, 0.6], [-0.3, -1.1, -1.6], [0.0, 1.4, 0.0], [0.2, -0.6, 1.0], [-1.0, -0.4, 0.1], [0.0, -0.2, 0.9], [-0.9, 0.1, -0.8], [0.3, 0.0, 0.0], [0.0, -0.9, 0.7]],
  "mol_weight_g_mol": 882.77,
  "orbital_gap_ev": 10.3016
}



The records above give, respectively, highest occupied orbital energy values of -9.9, -10.1 eV.